Molecular formula: C48H52AsCl2N4O3SbY
Method: DFT, ωB97M-V/def2-TZVPD

Last column: Löwdin charge in e.
Cartesian coordinates (Å):
Y (0.40, -0.37, 0.01)  1.32
Cl (-0.35, -0.57, 7.00)  0.69
C (0.10, -1.00, 5.41)  -0.69
C (-0.66, -0.52, 4.34)  -0.06
C (-0.27, -0.80, 3.03)  -0.24
N (-0.88, -0.21, 1.93)  -0.04
C (-2.06, 0.45, 1.95)  -0.48
O (-2.87, 0.47, 2.87)  0.04
C (-2.46, 1.11, 0.64)  -0.20
C (-3.75, 1.67, 0.58)  0.02
C (-4.13, 2.27, -0.62)  -0.02
C (-3.21, 2.32, -1.70)  -0.04
C (-1.95, 1.77, -1.52)  -0.14
N (-1.59, 1.12, -0.38)  0.01
C (0.86, -1.67, 2.80)  -0.24
C (1.64, -2.10, 3.87)  -0.05
C (1.26, -1.79, 5.18)  -0.71
Cl (2.24, -2.32, 6.46)  0.70
N (1.27, -1.90, 1.50)  -0.04
C (1.91, -3.02, 1.11)  -0.49
O (2.33, -3.91, 1.83)  0.06
C (2.13, -3.14, -0.37)  -0.20
C (2.30, -4.44, -0.88)  0.01
C (2.32, -4.62, -2.25)  -0.03
C (2.25, -3.48, -3.09)  -0.04
C (2.15, -2.24, -2.50)  -0.14
N (2.05, -2.07, -1.16)  0.03
H (-1.58, 0.04, 4.48)  0.10
H (-4.41, 1.56, 1.44)  0.13
H (-5.12, 2.68, -0.75)  0.11
H (-3.49, 2.73, -2.67)  0.11
H (-1.22, 1.78, -2.33)  0.10
H (2.49, -2.73, 3.62)  0.11
H (2.41, -5.26, -0.17)  0.12
H (2.38, -5.62, -2.68)  0.11
H (2.28, -3.56, -4.17)  0.11
H (2.10, -1.34, -3.10)  0.11
O (-0.29, -1.13, -1.84)  -0.61
As (-1.98, -1.68, -2.22)  1.37
C (-2.65, -0.49, -3.58)  -0.34
C (-1.70, 0.16, -4.40)  -0.10
C (-2.14, 0.98, -5.44)  -0.06
C (-3.49, 1.15, -5.70)  -0.05
C (-4.42, 0.50, -4.88)  -0.06
C (-4.01, -0.31, -3.82)  -0.10
C (-1.94, -3.39, -3.06)  -0.30
C (-2.48, -3.55, -4.34)  -0.08
C (-2.42, -4.80, -4.96)  -0.06
C (-1.84, -5.90, -4.34)  -0.05
C (-1.32, -5.73, -3.05)  -0.06
C (-1.36, -4.49, -2.41)  -0.09
C (-2.89, -1.94, -0.55)  -0.31
C (-4.21, -1.53, -0.30)  -0.09
C (-4.82, -1.79, 0.93)  -0.05
C (-4.10, -2.41, 1.96)  -0.03
C (-2.77, -2.79, 1.73)  -0.04
C (-2.18, -2.57, 0.49)  -0.12
H (-0.63, 0.03, -4.20)  0.11
H (-1.41, 1.48, -6.06)  0.11
H (-3.82, 1.79, -6.51)  0.12
H (-5.49, 0.64, -5.06)  0.12
H (-4.77, -0.79, -3.21)  0.10
H (-2.95, -2.72, -4.85)  0.10
H (-2.86, -4.89, -5.96)  0.11
H (-1.77, -6.86, -4.84)  0.11
H (-0.84, -6.55, -2.53)  0.11
H (-0.94, -4.39, -1.41)  0.10
H (-4.73, -0.91, -1.02)  0.09
H (-5.83, -1.47, 1.08)  0.11
H (-4.53, -2.57, 2.94)  0.12
H (-2.19, -3.25, 2.53)  0.13
H (-1.12, -2.79, 0.34)  0.08
C (3.01, 3.80, 3.78)  -0.10
C (2.18, 2.52, 3.56)  -0.61
C (0.77, 2.66, 4.16)  -0.10
C (2.92, 1.29, 4.12)  -0.11
Sb (1.86, 2.13, 1.30)  1.56
C (1.18, 4.16, 0.43)  -0.65
C (2.09, 5.31, 0.87)  -0.10
C (-0.26, 4.38, 0.93)  -0.11
C (1.21, 3.97, -1.11)  -0.12
C (3.85, 1.57, 0.36)  -0.68
C (3.62, 1.39, -1.16)  -0.12
C (4.92, 2.64, 0.65)  -0.11
C (4.26, 0.22, 1.01)  -0.11
H (3.40, 3.78, 4.80)  0.09
H (2.39, 4.69, 3.68)  0.06
H (3.86, 3.87, 3.10)  0.06
H (0.86, 2.69, 5.25)  0.10
H (0.12, 1.84, 3.90)  0.05
H (0.30, 3.59, 3.85)  0.06
H (2.85, 1.27, 5.21)  0.10
H (3.97, 1.32, 3.84)  0.07
H (2.51, 0.34, 3.75)  0.05
H (1.94, 5.56, 1.92)  0.06
H (1.85, 6.18, 0.28)  0.08
H (3.15, 5.09, 0.74)  0.06
H (-0.30, 4.52, 2.01)  0.06
H (-0.93, 3.55, 0.67)  0.05
H (-0.67, 5.27, 0.45)  0.09
H (2.24, 3.96, -1.49)  0.06
H (0.69, 4.81, -1.59)  0.08
H (0.70, 3.05, -1.43)  0.04
H (3.50, 2.32, -1.69)  0.06
H (2.75, 0.73, -1.35)  0.03
H (4.50, 0.89, -1.58)  0.09
H (4.64, 3.61, 0.23)  0.06
H (5.85, 2.33, 0.19)  0.08
H (5.11, 2.74, 1.72)  0.07
H (3.51, -0.58, 0.86)  0.05
H (4.45, 0.31, 2.08)  0.06
H (5.20, -0.11, 0.54)  0.09

Calculated values
Charge ... +1
Spin multiplicity ... 1
Orbital gap ... 0.24177 hartree
HOMO ... -0.3395 Eh
E_tot ... -156185.6022 eV